[1]
Density functional theory data (ωB97M-V/def2-TZVPD) for C39H87Cd2N5O11 as an isolated structure.

Each line ends with the Mulliken charge.
Atoms and positions in Å:
Cd  1.859  0.407  4.808  0.968
Cd  5.050  -1.291  0.173  0.988
O  4.477  -0.956  -2.031  -0.857
O  2.372  0.392  2.731  -0.033
O  6.195  0.201  0.700  -0.876
O  -4.706  -5.841  0.854  -0.468
O  3.827  1.796  -4.347  -0.403
O  -0.001  -0.632  4.324  -0.186
O  3.759  1.142  5.185  -0.699
O  3.429  -0.022  0.939  0.166
O  4.786  3.092  0.172  -0.236
O  3.693  -2.710  -1.057  -0.872
O  -1.701  2.400  1.495  0.302
N  2.645  3.376  2.290  -0.640
N  -3.300  -5.781  1.025  0.197
N  2.519  -1.611  4.894  -0.511
N  -2.972  2.074  1.053  0.262
N  2.645  2.098  -4.889  0.745
C  -3.207  -3.554  0.206  -1.787
C  1.211  4.500  0.707  -1.673
C  2.376  -0.050  1.577  -0.736
C  1.919  -3.985  4.852  -1.298
C  0.309  3.256  -6.202  -0.944
C  -0.723  -5.434  2.468  -0.497
C  -3.954  3.002  1.736  1.299
C  -1.274  -4.406  1.573  -0.750
C  -1.354  -0.171  4.166  -0.668
C  -3.577  4.492  1.381  -1.606
C  -1.205  -6.825  1.962  -1.707
C  -2.804  -4.402  1.399  2.166
C  2.663  2.213  -6.394  1.327
C  1.442  2.181  -2.658  -1.312
C  -2.366  2.772  -1.329  -1.753
C  0.275  2.932  -4.660  -1.148
C  -3.437  -7.193  3.121  -1.688
C  -4.430  1.447  -0.768  -1.249
C  1.038  -0.267  0.816  0.880
C  3.305  0.946  -7.014  -2.006
C  1.207  2.321  -6.985  -0.986
C  2.196  -1.807  -2.772  -0.412
C  3.736  4.062  0.233  -1.054
C  -3.041  -8.150  0.842  -1.875
C  -5.362  2.672  1.216  -1.100
C  1.719  2.877  -4.035  1.627
C  -3.006  1.753  -0.357  1.988
C  -3.912  2.806  3.245  -1.855
C  2.395  3.534  0.835  2.489
C  2.191  4.336  -3.832  -1.586
C  -3.481  -3.896  2.668  -1.830
C  0.072  -1.937  4.694  -0.089
C  3.537  -1.815  -1.977  1.185
C  -2.158  0.495  -0.555  -0.967
C  1.537  -2.522  4.352  0.761
C  5.561  3.210  -0.981  -0.530
C  -5.374  2.567  -0.301  -0.780
C  3.423  3.410  -6.975  -1.841
C  -2.724  -6.910  1.737  1.525
H  2.388  2.059  -2.130  0.325
H  -1.449  3.204  -0.929  -0.041
H  -0.964  -5.213  3.508  0.371
H  -0.669  3.162  -6.675  0.409
H  -0.373  3.593  -4.084  0.494
H  1.283  2.656  -8.019  0.364
H  6.958  0.127  0.094  0.245
H  0.185  0.194  1.313  -0.527
H  -0.642  -2.523  4.115  -0.094
H  4.980  2.970  -1.871  0.068
H  -4.523  1.406  -1.854  0.462
H  -1.195  0.596  -1.055  -0.413
H  2.923  -2.098  5.682  0.233
H  0.777  2.796  -2.053  -0.098
H  1.784  -2.805  -2.626  0.381
H  -3.244  -2.873  2.959  0.211
H  0.582  4.305  -6.319  0.375
H  0.824  -1.335  0.788  0.525
H  1.158  5.047  -0.235  0.309
H  -2.414  -9.003  1.104  0.397
H  3.477  1.059  -8.085  0.434
H  -3.141  -2.513  0.521  0.164
H  -4.548  -4.032  2.491  0.479
H  -4.777  -5.729  -0.097  0.385
H  2.343  -1.513  -3.811  0.267
H  1.357  5.328  1.402  0.523
H  -3.061  -8.082  3.627  0.460
H  2.900  4.346  -6.779  0.330
H  4.322  0.351  5.289  0.197
H  -4.371  1.835  3.433  0.405
H  -4.810  0.467  -0.480  0.402
H  -1.512  1.716  2.142  -0.272
H  -2.528  4.657  1.627  0.304
H  -4.235  -3.604  -0.153  0.505
H  -1.945  -0.261  5.078  0.426
H  -1.839  -0.769  3.394  0.306
H  0.218  4.094  0.898  0.198
H  -2.937  -7.958  -0.226  0.455
H  -0.007  1.879  -4.652  0.406
H  4.308  0.743  -6.638  0.435
H  -3.111  -4.399  3.561  0.329
H  1.621  -4.188  5.881  0.424
H  -6.393  2.537  -0.689  0.453
H  -0.641  -7.117  1.076  0.402
H  -1.413  0.868  3.842  -0.054
H  1.094  1.149  -2.619  0.127
H  4.084  4.925  0.801  0.295
H  1.526  -1.163  -2.202  -0.270
H  -0.799  -3.490  1.924  -0.436
H  5.922  4.221  -1.171  0.379
H  -2.077  2.242  -2.236  0.642
H  -0.742  -4.643  0.651  0.669
H  3.238  4.276  -3.533  0.334
H  3.432  4.413  -0.753  0.281
H  -4.172  5.214  1.941  0.489
H  -3.081  3.564  -1.551  0.350
H  2.534  4.270  2.745  0.344
H  4.386  3.531  -6.479  0.359
H  2.246  2.565  0.358  -1.030
H  -0.945  -7.518  2.762  0.478
H  -4.074  -8.495  0.860  0.363
H  1.651  -2.536  3.268  -0.101
H  -5.779  1.779  1.681  0.340
H  -4.511  -7.333  2.998  0.385
H  -3.474  -6.365  3.828  0.298
H  2.178  4.962  -4.723  0.300
H  -2.882  2.864  3.596  0.292
H  0.365  -5.460  2.416  0.404
H  -5.064  3.485  -0.800  0.327
H  -2.594  -0.258  -1.212  0.506
H  1.046  0.132  -0.199  -0.655
H  -1.935  -0.083  0.342  -0.050
H  -2.496  -3.613  -0.618  0.417
H  0.713  1.353  -6.901  0.384
H  2.681  0.060  -6.890  0.358
H  3.342  -1.699  4.315  0.384
H  -4.532  3.530  3.774  0.391
H  -3.615  4.833  0.347  0.289
H  1.381  -4.681  4.208  0.126
H  6.395  2.508  -0.972  0.192
H  3.680  3.238  -8.020  0.467
H  -0.156  -2.060  5.753  0.326
H  2.967  -4.187  4.632  0.458
H  -6.031  3.468  1.544  0.484
H  1.597  4.711  -2.998  0.315
H  3.716  0.864  -4.146  0.275
H  1.839  2.858  2.610  -0.017

Cartesian forces, eV/Å:
1.442 2.378 0.038
-1.066 -0.812 -1.117
-1.982 0.087 -1.814
-1.234 -0.358 1.576
2.000 0.294 -0.133
0.562 -0.013 0.669
2.027 -0.200 1.007
-1.217 2.286 -0.563
-0.097 -0.181 0.815
0.114 -1.293 -1.060
-1.105 0.421 0.514
-1.096 0.047 -0.101
1.131 0.214 -0.079
-0.466 -1.028 -0.377
2.439 1.144 -0.059
1.416 -2.105 0.457
-2.193 -0.079 1.745
-4.238 0.191 -2.469
0.543 1.784 0.098
0.327 0.849 -0.875
-0.617 1.963 -1.708
-1.736 0.830 -1.319
-0.173 0.815 0.973
-0.205 -1.932 0.365
0.258 1.051 -1.906
0.716 0.214 -1.070
-0.390 -0.141 -0.324
0.313 -0.133 0.393
-0.071 0.934 0.981
-0.688 -0.494 -0.294
-0.411 -0.225 -0.537
1.698 0.300 0.104
-0.459 0.342 0.297
1.637 -1.121 -2.323
-0.515 0.441 -0.203
-1.602 0.679 -0.489
0.101 -0.412 0.649
0.142 0.016 0.226
0.733 -0.159 1.640
1.490 -0.481 1.123
-0.744 -0.262 -0.327
-0.016 -0.220 -0.114
0.089 0.680 -0.256
-1.277 0.331 -0.529
1.256 -0.653 -0.872
-0.022 -0.380 -0.442
1.453 0.808 1.100
0.584 -1.120 0.732
0.161 -0.029 0.378
1.553 -3.558 0.001
1.766 0.180 1.655
0.735 -1.694 -0.213
-0.926 -1.208 0.475
-0.115 -0.080 -0.882
-0.071 0.009 -0.174
0.829 0.230 1.053
-1.917 -1.942 0.594
0.230 0.457 0.314
-0.070 0.013 0.211
-0.279 -0.443 0.251
-0.337 0.107 0.364
0.013 -0.189 -0.045
-0.028 -0.268 -0.046
-0.230 0.338 0.586
0.178 0.127 0.276
-0.168 -0.156 0.002
-0.287 -0.214 -0.246
0.498 0.066 -0.216
0.197 0.785 0.260
-0.344 0.402 1.067
0.010 0.051 -0.025
0.043 -0.029 -0.533
-0.180 0.466 -0.764
0.203 0.129 -0.181
0.002 -0.190 -0.281
-0.026 -0.317 -0.547
0.067 -0.006 0.064
-0.369 0.243 -0.113
0.133 0.333 0.057
-0.071 0.136 0.619
-0.218 -0.140 -0.138
-0.262 0.039 0.171
0.033 -0.059 0.325
0.197 0.025 -0.129
-0.134 0.034 -0.455
-0.360 0.659 -0.038
0.339 -0.236 0.300
0.298 -0.068 0.646
0.282 -0.070 -0.131
0.014 -0.041 0.369
0.056 -0.609 0.161
0.231 -0.099 0.231
0.028 -0.127 -0.077
0.173 -0.416 0.103
0.683 0.372 0.011
-0.757 -0.019 0.474
-0.076 0.036 0.392
-0.409 -0.609 -0.131
0.313 0.152 0.067
-0.162 -0.852 0.104
-0.093 0.187 -0.159
0.588 -0.042 0.217
-0.503 0.024 -0.940
-0.008 0.207 0.172
0.083 0.395 -0.318
-0.825 0.823 -0.290
0.295 0.309 0.347
-0.248 0.159 -0.138
-0.495 0.379 -0.689
0.099 0.212 0.289
0.448 0.060 -0.514
-0.080 -0.125 0.223
0.217 0.164 -0.218
0.233 0.372 -0.095
0.154 -0.136 0.204
-0.258 -0.120 0.242
-0.155 -0.432 -0.246
-0.124 0.194 0.697
-0.266 0.211 -0.082
0.285 -0.351 -0.095
-0.033 -0.344 -0.543
0.809 0.099 -0.001
-0.469 -0.114 0.049
-0.135 -0.004 0.252
0.103 0.231 -0.051
0.453 0.306 0.428
-0.738 0.157 -0.135
0.419 -0.132 0.038
-0.237 0.278 0.372
-0.143 -0.462 -0.107
0.190 -0.314 -0.377
-0.021 -0.029 0.237
0.206 0.797 -0.825
0.146 0.213 -0.162
-0.435 -0.650 -0.235
-0.133 -0.208 0.219
-0.088 0.067 0.456
-0.460 0.295 -0.096
0.023 -0.090 0.272
0.077 0.277 0.366
0.002 0.223 0.025
0.115 0.633 -0.159
0.670 -0.283 0.495
0.012 -0.459 0.515

Net charge = 0
Highest occupied orbital energy = -7.5 eV
Gap between HOMO and LUMO = 6.781 eV
DFT total energy = -80947.328 eV

***

[2]
Density functional theory data (ωB97M-V/def2-TZVPD) for an isolated ion of composition C3H7NO3 and charge +1.

Each line ends with the Löwdin spin population.
Atoms and positions in Å:
O  0.559  -1.743  -1.449  0.040
O  -0.136  -2.377  0.583  0.110
O  -0.280  1.733  1.321  0.012
N  -0.453  0.647  -1.290  0.581
C  0.364  0.553  0.999  0.062
C  -0.060  -1.574  -0.279  0.050
C  -0.519  -0.117  -0.087  0.091
H  0.245  2.468  1.653  0.002
H  0.328  -0.164  1.811  0.013
H  1.144  -2.522  -1.384  0.000
H  -1.558  -0.133  0.238  0.006
H  1.384  0.715  0.666  0.001
H  0.294  1.338  -1.328  0.017
H  -1.312  1.174  -1.454  0.016

Cartesian forces, eV/Å:
0.231 0.339 0.042
-0.277 -0.068 0.390
-0.918 0.461 -0.106
-0.770 1.270 1.761
-0.047 0.093 0.201
1.108 -0.527 -0.173
-0.380 0.724 -0.985
0.445 -0.348 0.004
0.187 -0.282 0.424
-0.372 -0.127 -0.185
-0.017 -0.183 0.107
0.313 -0.223 -0.156
0.728 -0.587 -0.596
-0.231 -0.542 -0.729

Net charge = +1
<S²> = 0.756
Highest occupied orbital energy (spin up / spin down) = -15.7 / -15.7 eV
Energy above the lowest of the compared OMol25 structures with the same formula, charge and spin = 69.5 kJ/mol
2S+1 = 2
Gap between HOMO and LUMO (spin up / spin down) = 12.264 / 6.508 eV
DFT total energy = -10847.646 eV

***

[3]
Density functional theory data (ωB97M-V/def2-TZVPD) for C4H8ClN3 as an isolated structure.

Each line ends with the natural charge from an NBO analysis.
Atoms and positions in Å:
Cl  -4.233  -0.309  -0.048  0.024
N  1.985  -1.111  -0.101  -0.467
N  0.034  1.149  0.160  -0.612
N  -0.323  -0.247  0.256  -0.316
C  -2.627  0.168  -0.028  -0.350
C  2.621  0.238  -0.107  -0.451
C  -1.626  -0.737  -0.008  -0.050
C  0.762  -1.181  0.010  0.310
H  -2.596  1.310  -0.103  0.224
H  0.176  -2.223  0.142  0.151
H  -0.201  1.413  -0.998  0.321
H  -1.737  -1.855  0.371  0.247
H  2.029  1.097  -0.826  0.215
H  -0.952  1.685  0.642  0.357
H  3.058  0.553  1.170  0.199
H  3.631  0.051  -0.530  0.197

Cartesian forces, eV/Å:
-1.654 -0.673 0.037
1.412 1.986 0.048
-5.753 1.727 -2.269
2.162 -0.447 -0.983
0.768 0.960 -0.728
1.561 1.156 0.849
0.225 0.367 2.691
-4.844 -2.310 1.566
0.570 -2.021 -0.024
1.941 1.842 -0.682
0.754 -0.646 3.858
-0.126 2.478 -1.522
1.984 -2.395 2.695
3.841 -1.831 -1.510
-2.113 -0.556 -3.942
-0.728 0.362 -0.085

Net charge = 0
Highest occupied orbital energy = -8.5 eV
Energy above the lowest of the compared OMol25 structures with the same formula, charge and spin = 558.9 kJ/mol
Gap between HOMO and LUMO = 8.955 eV
DFT total energy = -21264.658 eV

***

[4]
Density functional theory data (ωB97M-V/def2-TZVPD) for an isolated molecule of C5H10BrO2PS3.

Each line ends with the natural charge from an NBO analysis.
Atoms and positions in Å:
Br  1.475  -3.356  -2.722  -0.071
S  1.795  -3.913  -0.670  0.034
S  2.833  -1.451  1.855  -0.500
S  0.237  -3.423  0.503  -0.137
P  1.117  -1.458  0.957  1.689
O  -0.154  -0.922  1.706  -0.807
O  1.124  -0.965  -0.534  -0.843
C  0.903  0.472  -0.664  -0.090
C  -0.522  0.881  -0.052  -0.098
C  -0.442  0.424  1.459  -0.092
C  -1.635  0.046  -0.600  -0.628
C  -0.635  2.411  -0.181  -0.620
H  -0.562  2.701  -1.191  0.221
H  -1.659  2.786  -0.015  0.227
H  -1.234  -1.055  -0.888  0.239
H  -1.989  0.439  -1.510  0.214
H  0.188  1.117  1.962  0.185
H  -1.314  0.569  2.093  0.208
H  1.109  0.814  -1.758  0.223
H  1.752  0.928  -0.131  0.204
H  -2.507  -0.001  0.088  0.222
H  0.119  2.956  0.290  0.221

Cartesian forces, eV/Å:
-0.408 0.340 -0.772
0.675 -1.078 0.719
-0.989 0.328 -0.349
0.542 0.941 0.129
1.376 -3.389 0.570
0.300 -0.015 -0.349
-0.594 1.622 -0.756
0.179 0.816 -1.022
1.837 -0.885 1.359
-1.179 2.414 0.315
0.169 -2.661 -0.716
-2.216 -1.393 -0.481
0.490 -0.067 -1.704
0.393 -0.185 0.906
-1.133 2.434 0.983
-0.522 0.526 -1.357
1.702 0.205 0.499
-0.896 0.240 -0.883
-0.929 -1.052 1.680
-0.496 0.271 0.244
0.698 -0.176 -0.374
1.001 0.762 1.357

Net charge = 0
Highest occupied orbital energy = -8.7 eV
Energy above the lowest of the compared OMol25 structures with the same formula, charge and spin = 0.0 kJ/mol
Gap between HOMO and LUMO = 8.600 eV
DFT total energy = -121280.222 eV